C6H12O | the ωB97M-V functional and the def2-TZVPD basis

Calculated values
relative energy (zero: lowest compared OMol25 entry of this formula, charge and spin): 0.415 eV
HOMO energy: -9.7 eV
gap between HOMO and LUMO: 10.8 eV
calculated total energy: -8463.9385 eV

CARTESIAN COORDINATES (ANGSTROEM)
C (-0.819, -1.666, -0.383)
C (-0.646, -0.147, -0.473)
C (-1.275, 0.599, 0.723)
C (-0.359, 1.815, 0.849)
O (0.935, 1.314, 0.590)
C (0.820, 0.415, -0.514)
C (1.954, -0.579, -0.340)
H (-1.888, -1.910, -0.383)
H (-0.368, -2.190, -1.234)
H (-0.393, -2.081, 0.538)
H (-1.148, 0.182, -1.392)
H (-1.222, -0.023, 1.628)
H (-2.321, 0.876, 0.547)
H (-0.343, 2.285, 1.833)
H (-0.649, 2.589, 0.125)
H (0.948, 0.964, -1.459)
H (1.798, -1.119, 0.598)
H (2.043, -1.288, -1.171)
H (2.890, -0.018, -0.245)